Density functional theory data (ωB97M-V/def2-TZVPD) for one molecule with the formula C5H4F7NO in a non-equilibrium geometry.

XYZ file:
```
18
Properties=species:S:1:pos:R:3:forces:R:3:mulliken_charge:R:1
C -2.169172 0.313146 -0.477614 0.018 -1.468 1.257 -1.379
C -0.882542 -0.303925 -0.894077 -0.417 0.220 -0.993 0.565
O -0.727685 -0.784946 -1.989784 0.393 -0.084 0.319 -0.545
C 0.215452 -0.207521 0.119989 3.382 1.202 -0.230 0.299
N -0.358210 -0.430497 1.422368 -0.419 1.916 -0.947 -0.314
F 0.401320 0.284178 2.388524 -0.282 -1.402 -0.189 -0.194
C 1.463979 -1.185218 -0.110838 -0.774 0.100 -0.760 0.717
F 2.283198 -0.782893 -1.083625 -0.426 -0.188 -0.402 -0.259
F 1.068602 -2.482818 -0.392242 0.326 1.500 0.594 -0.270
F 2.213880 -1.186442 0.983156 -0.150 -0.579 0.596 -0.246
C 1.001565 1.467577 -0.073773 -2.586 -3.351 0.669 0.751
F 0.108648 2.365269 0.305405 0.004 0.314 0.098 -0.240
F 1.303863 1.655427 -1.334221 0.188 0.080 -0.145 -0.212
F 2.044130 1.496120 0.700572 0.713 0.384 0.037 -0.194
H -2.746808 0.472637 -1.315418 -1.060 0.753 -2.012 0.464
H -2.763428 -0.422517 0.082778 0.342 0.082 0.239 0.320
H -2.051212 1.167565 0.139304 0.070 0.766 0.503 0.369
H -0.405584 -1.435148 1.529501 0.678 -0.247 1.370 0.367
```
Forces are in eV/Å.

## Properties
**Total energy**: -1021.8913 Ha
**ΔE to the lowest compared entry with this formula, charge and spin**: 214.31 kJ/mol
**Kohn-Sham gap**: 10.6 eV